31
Properties=species:S:1:pos:R:3:forces:R:3 method="wB97M-V/def2-TZVPD" homo_lumo_gap_ev="7.61 / 5.51" lumo_energy_ev="0.792 / -1.448" total_charge=0 s_squared=2.05 max_force_ev_per_a=3.9 energy_ha=-1019.385344 multiplicity=3
C -2.843 0.038 -0.073 0.83 -1.33 0.60
C -1.943 -1.748 1.393 2.73 0.00 -2.16
C -3.840 0.157 0.842 -2.42 1.95 0.35
C -2.908 -1.500 2.282 -1.52 -1.43 3.30
C -1.843 -0.958 0.167 -0.53 -1.22 -0.26
C -3.927 -0.617 1.987 1.72 0.60 -1.61
C 0.880 1.145 -0.183 -0.80 1.39 1.04
C 0.194 0.954 2.612 -0.62 -0.26 -2.02
C -0.401 -0.478 -1.678 0.08 1.02 -2.73
C 0.933 0.336 -1.410 0.40 -0.97 -0.85
C 1.369 1.092 -2.695 2.78 0.22 2.65
C 2.106 -0.746 1.346 2.30 1.30 0.29
N -0.831 -1.321 -0.648 -0.92 0.34 1.50
F -4.900 -0.401 2.822 -1.20 0.09 1.16
S 0.561 0.106 1.188 0.48 1.76 1.56
H -2.896 0.613 -0.959 0.29 0.51 -0.67
H -1.042 -2.430 1.514 -1.60 0.75 0.19
H -4.634 0.965 0.743 1.01 -1.20 -0.10
H -3.010 -1.996 3.302 0.46 0.42 -1.52
H 0.509 2.210 -0.057 0.44 -1.46 -0.29
H 0.952 0.847 3.322 0.88 0.15 1.24
H -0.809 0.641 2.820 -0.41 0.05 0.70
H -1.143 0.270 -2.192 0.88 -1.11 1.22
H -0.149 -1.210 -2.460 0.14 0.45 -0.33
H 1.773 -0.384 -1.155 -0.99 0.20 -0.72
H 1.470 0.423 -3.523 0.60 -0.65 -0.37
H 2.447 1.578 -2.337 -2.84 -0.90 -1.59
H 0.646 1.789 -3.035 -0.51 1.21 0.15
H 2.987 -0.081 1.001 -1.48 -1.37 0.09
H 2.378 -1.051 2.354 -0.60 0.48 0.47
H 1.960 -1.675 0.873 0.41 -1.00 -1.28

***

24
Properties=species:S:1:pos:R:3:forces:R:3 method="wB97M-V/def2-TZVPD" homo_lumo_gap_ev=8.78 lumo_energy_ev=-4.481 total_charge=+1 max_force_ev_per_a=3.3 energy_ha=-3053.426136 multiplicity=1
Br 0.734 -2.024 2.098 -0.54 0.68 -0.44
C -0.304 -0.966 0.944 0.66 -0.24 -0.10
N -1.302 -1.512 0.349 -0.25 -0.09 -0.85
C -2.071 -0.538 -0.470 -1.37 0.95 1.37
C -1.808 0.710 0.425 1.12 -1.14 0.01
C -0.249 0.502 0.516 -0.50 0.78 0.14
C 0.626 1.547 1.214 1.77 0.02 -1.55
C 2.028 1.558 0.481 -0.48 -2.88 1.52
C 2.799 0.218 0.530 0.94 2.56 1.32
O 3.150 1.465 1.299 0.15 1.07 -1.47
H -1.593 -2.483 0.399 0.35 0.03 0.18
H -3.130 -0.792 -0.355 0.26 -0.30 -0.71
H -1.709 -0.444 -1.511 -0.21 -0.33 0.52
H -2.181 1.677 0.087 0.28 -0.18 -0.12
H -2.167 0.442 1.429 -0.49 0.58 -0.31
H 0.032 0.479 -0.556 0.37 -0.15 0.36
H 0.264 2.552 0.973 -0.59 -0.24 0.72
H 0.837 1.369 2.270 -0.38 0.20 -0.09
H 2.107 2.135 -0.446 0.06 -0.08 0.25
H 2.811 -0.358 1.450 -1.02 -1.21 -0.99
H 3.515 -0.011 -0.257 -0.16 -0.01 0.15
O -0.955 -1.513 -3.469 0.10 -0.20 0.22
H -0.109 -1.922 -3.253 0.01 0.06 -0.14
H -1.326 -2.093 -4.144 -0.06 0.13 -0.01

***

262
Properties=species:S:1:pos:R:3:forces:R:3 method="wB97M-V/def2-TZVPD" homo_lumo_gap_ev=1.38 lumo_energy_ev=-6.655 total_charge=+4 max_force_ev_per_a=5.6 energy_ha=-4912.039151 multiplicity=1
C 0.555 5.002 8.128 0.62 -0.39 -0.27
C 2.034 5.013 8.491 -0.50 1.54 0.63
C 2.800 3.941 7.865 -0.33 -1.71 -1.11
C 4.211 3.801 8.327 -0.59 -1.76 1.08
N 5.030 2.950 7.307 2.38 2.86 2.07
C 5.221 3.952 6.174 -1.69 -2.04 -1.82
C 6.552 3.687 5.557 1.53 0.90 -1.85
C 7.385 2.833 6.456 -1.18 -1.92 2.23
C 6.520 3.015 7.749 0.61 -2.10 1.17
C 4.464 1.461 7.006 -0.91 1.34 0.24
C 4.153 0.601 8.250 -1.21 -0.25 0.14
C 2.871 -0.428 8.100 1.77 1.15 -0.14
H 0.457 5.041 7.043 -0.20 0.48 -0.05
H 0.064 5.831 8.639 -0.30 -0.24 -0.27
H 0.138 4.027 8.380 -0.29 0.11 0.43
H 2.115 5.001 9.578 0.22 0.04 0.13
H 2.500 5.925 8.117 -0.18 0.50 0.36
H 2.711 4.062 6.786 0.13 -0.04 -0.17
H 2.329 2.990 8.112 -0.31 -0.26 -0.27
H 4.096 3.270 9.271 0.59 -0.50 -0.02
H 4.644 4.730 8.699 0.79 0.09 -1.16
H 4.491 3.609 5.441 -0.41 0.90 -0.10
H 5.083 4.992 6.471 -0.23 -0.44 0.38
H 6.419 3.181 4.601 0.11 0.28 -0.10
H 7.037 4.646 5.379 0.05 -0.03 -0.25
H 7.356 1.790 6.139 -0.42 -0.18 -0.07
H 8.457 2.912 6.638 -0.17 1.16 -0.09
H 6.563 2.335 8.599 0.54 -0.73 -0.38
H 6.860 3.920 8.251 -1.02 0.75 -0.48
H 5.104 0.909 6.317 0.34 0.64 0.01
H 3.548 1.741 6.485 -0.04 -0.30 -0.13
H 3.712 1.238 9.017 0.62 0.21 0.21
H 5.094 0.185 8.609 -0.32 -0.35 0.15
H 2.716 -1.079 8.961 0.50 0.35 0.30
H 2.928 -1.115 7.256 -0.14 0.48 -0.28
H 2.045 0.284 8.092 -0.33 -0.47 -0.56
C -1.306 12.176 -1.305 -0.28 -0.63 2.03
C -1.285 10.754 -0.683 1.82 -0.88 -0.85
C -2.672 10.257 -0.489 -0.98 -0.32 1.26
C -2.751 8.763 0.058 -0.68 1.03 -2.17
N -4.186 8.233 0.243 -0.98 1.63 0.68
C -4.225 6.687 0.464 0.47 0.99 -0.99
C -5.107 6.211 -0.663 -1.81 -0.20 -1.43
C -6.048 7.356 -1.082 1.39 1.26 0.57
C -5.038 8.504 -1.013 0.48 -0.27 -0.47
C -4.946 9.011 1.333 0.23 -1.46 1.30
C -4.258 8.865 2.739 2.00 0.79 -0.19
C -5.092 9.126 3.966 -1.19 0.14 -0.94
H -2.062 12.610 -0.651 -0.47 0.90 -0.84
H -1.562 12.068 -2.359 -0.18 0.47 0.21
H -0.435 12.810 -1.137 0.25 -0.49 -0.30
H -0.740 10.520 0.231 0.48 0.90 0.10
H -0.821 10.134 -1.450 0.23 -0.44 0.07
H -3.106 10.512 -1.456 -0.92 -0.95 0.06
H -3.141 10.908 0.250 -0.24 0.14 0.06
H -2.139 8.577 0.941 -0.30 0.17 0.03
H -2.367 8.195 -0.790 0.15 -0.52 0.26
H -4.547 6.397 1.464 0.10 0.43 -0.09
H -3.184 6.440 0.255 -0.16 -0.59 0.50
H -5.820 5.399 -0.523 0.86 -0.60 0.59
H -4.541 6.038 -1.579 0.29 -0.51 0.26
H -6.861 7.528 -0.376 -0.16 -0.15 -0.18
H -6.403 7.271 -2.109 -0.18 -0.22 0.23
H -5.429 9.521 -1.017 0.05 -0.14 0.31
H -4.335 8.438 -1.844 -0.13 -0.11 -0.15
H -5.966 8.628 1.332 0.07 -0.57 0.17
H -5.136 10.028 0.990 0.87 0.15 0.26
H -3.414 9.554 2.715 0.04 0.45 0.00
H -3.710 7.961 3.003 -0.33 -0.79 -1.13
H -5.440 10.154 3.864 -0.69 -0.19 0.51
H -4.693 8.967 4.967 0.70 0.09 -0.42
H -5.858 8.360 3.844 -0.85 0.51 0.48
C 5.368 -5.722 -12.741 2.38 -0.10 -0.42
C 6.755 -6.159 -12.064 -2.32 -1.15 0.19
C 6.530 -6.290 -10.526 -0.27 0.36 0.16
C 5.532 -7.457 -10.075 0.34 0.98 -0.67
N 5.321 -7.686 -8.562 -0.82 0.97 -0.34
C 4.838 -6.364 -7.847 -0.89 -0.43 -0.67
C 3.387 -6.155 -8.398 0.71 -1.48 -0.79
C 2.794 -7.620 -8.320 0.75 0.81 1.05
C 4.044 -8.535 -8.221 0.17 0.92 -0.69
C 6.561 -8.357 -8.010 0.65 -0.08 -0.22
C 7.011 -8.053 -6.604 -1.12 0.37 1.82
C 8.060 -9.009 -6.017 0.24 0.14 -0.93
H 5.595 -5.824 -13.802 -0.61 -0.03 -0.16
H 5.131 -4.669 -12.591 0.00 -0.07 0.32
H 4.523 -6.357 -12.475 0.19 0.00 0.00
H 7.637 -5.601 -12.381 -0.39 0.80 0.54
H 7.033 -7.131 -12.471 -0.32 -0.40 0.04
H 6.082 -5.336 -10.247 -0.14 0.08 0.27
H 7.510 -6.281 -10.049 -0.06 -0.59 0.37
H 5.844 -8.368 -10.586 0.12 -0.36 0.64
H 4.536 -7.257 -10.468 0.15 0.12 0.00
H 4.688 -6.606 -6.795 0.76 0.03 0.04
H 5.543 -5.556 -8.039 -0.09 -0.18 0.16
H 2.748 -5.417 -7.914 0.46 -0.03 0.21
H 3.516 -5.883 -9.446 -0.43 0.28 0.02
H 2.267 -7.768 -7.378 -0.02 0.27 0.14
H 2.031 -7.887 -9.051 0.58 0.10 -0.46
H 4.311 -8.716 -7.180 -0.59 -0.91 -0.16
H 3.871 -9.380 -8.887 0.89 -0.28 0.36
H 7.450 -7.989 -8.522 -0.43 0.02 -0.89
H 6.471 -9.408 -8.285 -0.13 -0.07 0.34
H 6.284 -8.036 -5.792 -0.99 -0.35 -0.39
H 7.246 -6.989 -6.598 0.94 -0.01 -0.08
H 8.747 -9.361 -6.787 0.30 0.15 0.07
H 7.589 -9.911 -5.626 -0.11 0.15 0.09
H 8.617 -8.508 -5.224 0.01 -0.16 -0.07
C -4.868 4.447 13.340 -1.47 1.75 0.99
C -5.459 3.082 13.434 1.47 -1.90 -0.11
C -4.890 2.212 12.278 -1.60 0.97 -1.45
C -5.716 0.912 11.987 2.03 1.94 1.00
N -4.864 -0.310 11.854 -1.23 -0.50 -2.90
C -5.993 -1.399 11.632 1.70 -0.78 -0.33
C -6.229 -1.988 13.013 1.22 1.26 -0.18
C -4.730 -2.059 13.400 -0.23 -1.60 1.15
C -4.116 -0.744 13.110 -1.26 0.52 -0.10
C -3.987 -0.270 10.491 -0.40 0.78 1.84
C -4.693 0.347 9.248 -0.14 -2.01 0.20
C -3.855 0.004 8.018 0.07 0.95 -0.25
H -5.383 5.095 14.049 0.13 -0.12 0.73
H -5.335 4.917 12.475 0.99 -0.02 -0.79
H -3.815 4.652 13.536 0.03 -0.51 -0.62
H -6.545 3.168 13.447 -0.02 -0.24 -0.42
H -5.191 2.488 14.308 -0.03 0.52 0.67
H -3.804 2.213 12.186 0.23 -0.90 1.05
H -5.015 2.850 11.403 -0.52 0.06 -0.45
H -6.281 1.078 11.069 0.01 -0.43 0.25
H -6.380 0.767 12.839 -0.11 -0.23 -0.19
H -5.426 -2.157 11.093 -0.55 -0.16 -0.44
H -6.783 -0.982 11.007 0.03 -0.06 0.42
H -6.766 -2.936 13.026 0.07 0.24 -0.02
H -6.711 -1.203 13.597 -0.36 -0.47 0.43
H -4.231 -2.833 12.817 -0.10 -0.22 -0.01
H -4.489 -2.250 14.446 -0.43 -0.43 0.08
H -3.031 -0.850 13.089 -0.11 0.67 -0.65
H -4.453 -0.080 13.907 0.46 0.43 -0.17
H -3.725 -1.309 10.290 -0.42 -0.07 -0.05
H -3.039 0.138 10.840 -0.11 0.71 -0.35
H -5.114 1.352 9.233 0.57 0.05 0.51
H -5.522 -0.344 9.098 -0.61 0.25 0.25
H -3.101 0.765 7.822 0.52 -0.36 0.28
H -4.459 0.052 7.111 -0.23 -0.29 0.12
H -3.463 -1.005 8.149 0.31 0.18 -0.37
C 4.022 -5.359 1.677 1.98 0.54 -0.38
C 4.888 -5.032 0.425 -1.73 0.22 -0.28
O 4.665 -5.449 -0.651 0.56 -0.16 -0.15
N 5.991 -3.921 0.502 2.05 -0.86 -0.08
H 5.481 -3.049 0.506 -0.22 0.81 0.14
H 6.539 -4.009 1.346 -0.42 0.14 0.86
C 7.163 -3.845 -0.597 -2.89 -0.25 0.14
H 4.312 -6.391 1.873 -0.35 -0.13 0.24
H 2.953 -5.265 1.489 0.27 -0.01 -0.37
H 4.321 -4.744 2.526 -0.13 -0.05 0.02
H 7.576 -4.847 -0.721 0.03 0.26 0.18
H 7.860 -3.059 -0.310 -0.19 -0.25 0.12
H 6.532 -3.572 -1.443 0.82 0.00 -0.44
C 4.534 5.067 -4.028 -0.23 -0.66 -0.27
C 5.843 4.190 -3.910 -0.34 -0.49 -0.28
N 6.002 2.976 -4.925 -1.46 1.74 0.19
C 6.559 3.713 -6.204 0.36 -2.51 0.34
C 6.957 1.869 -4.284 -0.40 -0.11 -1.36
C 8.354 2.328 -3.943 0.12 1.38 0.19
C 4.475 2.351 -5.113 1.90 0.23 0.03
C 4.529 1.055 -5.877 0.30 0.23 0.79
O 5.068 1.329 -7.162 -0.39 1.33 2.13
C 5.220 0.355 -8.104 -0.58 -2.13 -1.02
H 3.614 4.605 -3.669 0.35 -0.53 0.48
H 4.196 5.343 -5.027 0.80 -0.12 -0.45
H 4.554 6.028 -3.513 0.77 -0.19 0.25
H 5.988 3.697 -2.948 -0.56 0.34 0.25
H 6.747 4.772 -4.084 -0.28 0.18 0.07
H 7.487 4.227 -5.954 -0.46 0.33 0.30
H 5.800 4.317 -6.701 0.03 -0.02 0.52
H 6.869 2.912 -6.876 -0.31 0.11 -0.18
H 7.108 1.105 -5.046 -0.47 0.14 -0.31
H 6.415 1.361 -3.486 -0.19 0.57 0.18
H 9.058 1.613 -3.517 -0.62 -0.64 -0.17
H 8.357 3.129 -3.204 -0.03 0.23 -0.13
H 8.827 2.679 -4.861 0.12 0.18 0.10
H 3.769 3.026 -5.598 0.74 0.56 -0.08
H 4.141 2.210 -4.085 0.06 -0.19 -0.03
H 3.527 0.645 -5.751 -0.51 0.00 -1.13
H 5.072 0.371 -5.225 0.82 -0.48 -0.61
H 4.310 -0.230 -8.241 -0.54 0.31 -0.30
H 5.912 -0.449 -7.854 0.77 0.25 0.31
H 5.502 0.812 -9.052 0.00 0.01 0.18
C -9.235 -2.797 0.218 0.71 -0.97 0.14
C -8.336 -3.706 -0.631 -0.46 -0.60 0.56
N -7.275 -4.405 0.233 0.62 0.95 -0.40
C -7.876 -5.440 1.220 0.84 1.23 -0.36
C -6.417 -5.287 -0.725 1.47 0.77 0.82
C -5.004 -5.576 -0.127 -0.04 -0.37 0.22
C -6.385 -3.296 1.025 -1.25 -0.36 -2.06
C -5.882 -2.024 0.187 2.69 -0.71 0.21
O -5.380 -2.324 -1.106 -0.84 -0.16 -1.40
C -5.090 -1.174 -1.970 -0.91 0.20 1.04
H -8.662 -1.899 0.449 -0.48 0.25 -0.15
H -9.415 -3.312 1.161 -0.38 0.18 0.05
H -10.196 -2.611 -0.262 0.26 0.22 -0.02
H -7.910 -3.129 -1.452 0.62 -0.27 0.25
H -8.827 -4.573 -1.073 -0.51 0.27 -0.09
H -8.525 -4.990 1.971 0.16 0.14 -0.21
H -6.979 -5.844 1.690 -0.36 -0.31 0.13
H -8.417 -6.199 0.655 0.13 0.17 -0.01
H -6.211 -4.715 -1.630 -0.40 0.07 0.08
H -7.019 -6.162 -0.968 0.20 0.03 0.12
H -4.464 -6.347 -0.677 -0.22 0.29 -0.63
H -4.895 -5.982 0.879 -0.91 -0.12 0.32
H -4.394 -4.675 -0.066 -0.04 0.03 -0.67
H -5.565 -3.924 1.373 -0.12 0.66 0.24
H -7.052 -2.943 1.812 0.29 -0.15 0.13
H -4.931 -1.774 0.656 0.15 -0.16 1.27
H -6.304 -1.021 0.257 -1.59 -0.47 -0.20
H -4.150 -0.678 -1.730 0.33 -0.50 -0.02
H -5.840 -0.406 -1.784 -0.30 0.04 0.00
H -5.179 -1.420 -3.028 0.28 -0.49 0.30
C -2.754 3.318 -7.242 -4.41 0.30 0.66
O -2.494 2.026 -7.590 2.61 -3.40 -0.55
O -4.128 3.222 -6.753 4.55 1.72 -0.53
C -1.629 3.929 -6.298 -0.96 1.32 -0.58
F -1.236 3.150 -5.340 -0.06 -1.70 2.07
F -0.422 4.242 -6.885 -0.30 0.29 -1.00
F -2.030 5.111 -5.717 0.09 -0.56 -0.37
C -1.295 1.694 -8.329 -1.07 -1.45 0.78
C -1.390 0.226 -8.777 -0.10 0.18 -0.94
H -2.261 0.026 -9.401 -0.36 0.09 0.38
H -0.580 0.042 -9.484 0.44 0.00 0.05
H -1.305 -0.534 -8.000 -0.22 0.29 0.24
H -0.415 1.668 -7.686 0.28 0.84 0.15
H -1.141 2.293 -9.226 -0.05 0.49 0.15
H -2.601 3.787 -8.214 -0.28 1.59 -0.19
C -5.066 -8.872 -5.766 -4.75 -0.14 0.93
O -4.824 -8.281 -7.070 0.98 -1.08 0.30
O -6.468 -9.041 -5.591 3.98 -0.13 -0.02
C -4.183 -10.202 -5.579 -3.03 1.13 -1.93
F -4.222 -10.775 -4.358 -0.43 0.04 -0.51
F -4.700 -11.082 -6.539 1.71 0.36 1.57
F -2.893 -9.936 -5.781 0.89 -0.43 -0.63
C -4.599 -6.887 -7.172 -1.05 -1.45 0.83
C -4.361 -6.686 -8.652 0.73 0.81 0.61
H -3.348 -7.066 -8.785 -0.04 -0.08 -0.66
H -5.073 -7.212 -9.287 0.04 -0.07 0.34
H -4.376 -5.624 -8.897 0.06 0.10 -0.16
H -3.790 -6.633 -6.487 0.78 0.36 -0.37
H -5.442 -6.351 -6.736 -0.56 0.17 -0.37
H -4.727 -8.197 -4.980 0.82 0.59 0.29
C 1.817 0.111 0.308 5.11 -0.90 2.05
O 1.683 -0.555 -0.906 -2.89 0.60 -0.99
O 3.236 0.168 0.454 -2.52 1.08 0.59
C 1.023 1.470 0.627 2.19 -1.58 -0.88
F 1.712 2.577 0.262 -0.65 -0.31 0.72
F -0.089 1.443 -0.104 -1.06 0.59 0.62
F 0.744 1.542 2.005 0.01 0.26 -2.07
C 0.664 -1.583 -0.968 1.73 0.05 -1.87
C 0.481 -1.858 -2.447 -0.64 -0.20 -0.56
H -0.335 -2.562 -2.609 -0.16 -0.11 0.09
H 0.208 -0.956 -2.994 0.13 0.08 0.04
H 1.345 -2.324 -2.921 0.24 0.26 0.14
H -0.335 -1.418 -0.564 0.39 0.41 0.69
H 1.208 -2.462 -0.622 -0.68 -0.38 0.99
H 1.455 -0.575 1.075 -0.77 -0.16 0.50